Record 1
Entry from the OMol25 dataset: a cluster of 12 separate species, C56H72N8O8 in total at a distorted geometry (ωB97M-V with the def2-TZVPD basis set).

Its spin multiplicity is 1. The energy above the lowest of the compared OMol25 structures with the same formula, charge and spin comes out at 41.28 kJ/mol. The highest occupied orbital energy comes out at -9.35 eV. Its SMILES is CCOC(C)=O.CCOC(C)=O.CCOC(C)=O.CCOC(C)=O.c1ccncc1.c1ccncc1.c1ccncc1.c1ccncc1.c1ccncc1.c1ccncc1.c1ccncc1.c1ccncc1. The calculation puts the total energy at -3216.9572 hartree. As for the frontier orbital gap: 9.8 eV.

Atoms and positions in Å:
C -3.539 2.556 5.102
C -3.163 1.596 3.994
O -3.418 0.192 4.480
C -2.602 -0.688 3.924
C -2.524 -2.015 4.559
O -1.786 -0.430 3.037
H -3.188 3.570 4.837
H -3.088 2.236 6.039
H -4.605 2.527 5.197
H -3.777 1.667 3.125
H -2.103 1.647 3.702
H -1.735 -1.874 5.345
H -2.164 -2.708 3.826
H -3.488 -2.295 4.989
C 2.673 1.685 4.833
C 1.372 1.708 4.144
O 0.748 2.972 4.337
C 1.064 4.011 3.612
C 0.257 5.206 3.973
O 1.841 4.035 2.693
H 3.014 0.638 4.856
H 2.461 1.891 5.892
H 3.370 2.365 4.414
H 1.404 1.478 3.103
H 0.711 1.000 4.675
H 0.503 5.554 4.971
H -0.758 4.957 3.909
H 0.378 6.037 3.270
C 1.071 -5.047 5.242
C 0.074 -4.200 4.597
O 0.606 -3.828 3.300
C 1.165 -2.649 3.085
C 1.802 -2.627 1.773
O 1.314 -1.846 3.956
H 1.412 -5.897 4.622
H 0.572 -5.545 6.117
H 1.987 -4.452 5.511
H -0.822 -4.786 4.354
H -0.197 -3.310 5.196
H 1.060 -2.468 0.999
H 2.303 -3.538 1.510
H 2.514 -1.785 1.818
C 1.520 -3.014 -6.582
C 2.057 -1.890 -5.650
O 1.403 -0.729 -6.186
C 1.435 0.346 -5.435
C 0.427 1.399 -5.871
O 2.146 0.354 -4.454
H 1.805 -2.835 -7.549
H 0.449 -2.813 -6.684
H 1.651 -4.075 -6.258
H 1.730 -1.968 -4.628
H 3.146 -1.890 -5.702
H 0.386 1.206 -6.920
H 0.793 2.364 -5.601
H -0.567 1.183 -5.443
C 3.657 4.194 -1.371
C 4.852 3.514 -1.703
C 5.775 3.108 -0.759
N 5.552 3.287 0.539
C 4.389 3.835 0.895
C 3.459 4.388 0.007
H 2.999 4.658 -2.099
H 5.068 3.318 -2.742
H 6.696 2.726 -1.100
H 4.126 3.947 1.931
H 2.539 4.873 0.335
C -0.585 3.689 -2.848
C -1.000 4.981 -2.901
C -2.080 5.315 -3.740
N -2.825 4.376 -4.377
C -2.376 3.143 -4.246
C -1.324 2.767 -3.462
H 0.249 3.526 -2.158
H -0.434 5.725 -2.306
H -2.453 6.320 -3.758
H -2.850 2.460 -4.920
H -1.158 1.685 -3.274
C -3.363 3.258 0.398
C -3.910 4.415 0.950
C -3.115 5.456 1.435
N -1.735 5.348 1.344
C -1.274 4.304 0.694
C -1.986 3.210 0.260
H -4.169 2.519 0.160
H -4.988 4.443 1.005
H -3.578 6.231 2.006
H -0.205 4.269 0.591
H -1.347 2.433 -0.178
C 5.833 -0.423 1.213
C 6.518 -1.453 1.751
C 6.223 -2.707 1.358
N 5.339 -2.977 0.376
C 4.650 -1.956 -0.123
C 4.954 -0.655 0.211
H 6.010 0.619 1.440
H 7.272 -1.318 2.522
H 6.651 -3.632 1.771
H 3.968 -2.192 -0.956
H 4.338 0.136 -0.192
C -0.602 -4.532 -1.412
C -0.311 -3.847 -2.612
C 0.182 -4.613 -3.641
N 0.477 -5.980 -3.626
C 0.242 -6.606 -2.433
C -0.327 -5.934 -1.342
H -0.907 -4.066 -0.472
H -0.445 -2.790 -2.715
H 0.421 -4.146 -4.550
H 0.464 -7.643 -2.456
H -0.413 -6.521 -0.419
C -3.871 -2.111 -4.229
C -2.796 -2.521 -5.015
C -1.679 -1.593 -5.089
N -1.671 -0.537 -4.286
C -2.690 -0.273 -3.425
C -3.830 -1.013 -3.431
H -4.801 -2.646 -4.111
H -2.853 -3.454 -5.623
H -0.881 -1.747 -5.708
H -2.598 0.560 -2.745
H -4.701 -0.714 -2.846
C 1.277 0.841 0.137
C 0.273 0.224 0.888
C -0.652 -0.562 0.197
N -0.508 -0.814 -1.102
C 0.506 -0.273 -1.798
C 1.438 0.605 -1.192
H 1.807 1.686 0.707
H 0.165 0.512 1.918
H -1.601 -0.930 0.620
H 0.609 -0.472 -2.832
H 2.220 1.000 -1.820
C -3.671 -2.552 0.119
C -4.067 -3.819 0.538
C -4.848 -3.868 1.686
N -5.177 -2.877 2.479
C -4.807 -1.643 2.067
C -4.009 -1.471 0.923
H -3.084 -2.419 -0.766
H -3.779 -4.745 0.074
H -5.130 -4.817 2.132
H -5.051 -0.771 2.675
H -3.789 -0.448 0.600

---

Record 2
Entry from the OMol25 dataset: a cluster of 6 separate species, C56H75N7O6S in total at a distorted geometry (ωB97M-V with the def2-TZVPD basis set).

Its spin multiplicity is 1. The energy above the lowest of the compared OMol25 structures with the same formula, charge and spin comes out at 2104.70 kJ/mol. The highest occupied orbital energy comes out at -8.14 eV. The calculation puts the total energy at -3410.8350 hartree. As for the frontier orbital gap: 6.4 eV.

Atoms and positions in Å:
C -6.296 0.595 2.327
C -5.725 0.489 0.758
C -5.426 1.958 0.096
C -4.066 1.992 -0.871
O -2.876 2.528 -0.216
C -2.268 1.647 0.770
C -2.904 1.574 2.315
O -2.874 0.489 3.092
O -3.484 2.836 2.839
C -0.876 2.522 1.109
N 0.216 2.009 0.395
C 1.585 2.662 0.495
C 2.317 2.268 1.908
O 1.747 2.745 3.038
N 3.578 1.445 2.055
C 3.302 -0.044 2.132
C 4.628 1.783 1.019
C -0.089 0.765 -0.466
S 1.232 -0.551 -0.643
C -0.242 1.434 -1.949
O -1.341 0.914 -2.773
C -1.123 1.210 -4.220
C -0.217 2.471 -4.786
C 0.074 2.788 -6.382
C 1.046 4.066 -6.827
C -0.560 1.816 -7.541
C -1.516 0.568 -7.018
C -1.809 0.247 -5.403
C -2.789 -1.033 -5.101
C -2.304 -2.005 -3.873
C -4.317 -0.435 -4.941
C -1.467 0.283 0.354
C -2.246 -1.067 -0.121
C -2.494 -2.150 1.130
C -2.046 -3.683 0.762
C -0.422 -3.909 0.606
C -0.239 -5.404 -0.108
O 0.292 -5.338 -1.477
C -0.663 -4.739 -2.423
C -2.048 -5.588 -2.642
H -5.477 0.338 3.127
H -6.694 1.670 2.591
H -7.197 -0.161 2.521
H -6.613 -0.040 0.161
H -4.772 -0.212 0.837
H -6.407 2.264 -0.496
H -5.325 2.755 0.975
H -4.350 2.783 -1.722
H -3.904 0.980 -1.462
H -0.889 3.462 1.821
H 1.419 3.839 0.466
H 2.179 2.362 -0.468
H 2.125 -0.207 2.182
H 3.631 -0.515 1.087
H 3.886 -0.608 2.976
H 5.032 2.865 1.288
H 4.238 1.734 -0.089
H 5.494 0.969 1.119
H 1.962 -0.425 -1.835
H -0.453 2.590 -1.781
H 0.831 1.342 -2.465
H 0.303 3.222 -4.019
H 1.039 4.263 -7.992
H 2.157 3.714 -6.575
H 0.860 5.025 -6.180
H -0.371 1.989 -8.689
H -2.001 -0.125 -7.839
H -2.795 -1.702 -6.089
H -3.229 -2.228 -3.176
H -2.008 -3.055 -4.356
H -1.354 -1.643 -3.293
H -4.313 0.749 -4.840
H -4.940 -0.930 -4.082
H -4.879 -0.658 -5.969
H -0.968 -0.040 1.392
H -3.295 -0.918 -0.608
H -1.548 -1.657 -0.888
H -1.976 -1.826 2.127
H -3.667 -2.131 1.352
H -2.683 -4.054 -0.147
H -2.376 -4.356 1.691
H -0.040 -3.102 -0.159
H 0.178 -3.821 1.608
H 0.595 -5.958 0.542
H -1.232 -6.040 0.000
H -0.113 -4.725 -3.483
H -0.816 -3.607 -2.139
H -1.863 -6.742 -2.788
H -2.556 -5.152 -3.628
H -2.843 -5.476 -1.790
N 3.842 1.297 -7.182
C 2.796 0.462 -7.004
C 2.432 -0.522 -7.909
C 3.185 -0.658 -9.071
C 4.267 0.189 -9.284
C 4.555 1.141 -8.319
H 2.238 0.609 -6.083
H 1.583 -1.167 -7.713
H 2.929 -1.417 -9.805
H 4.873 0.110 -10.180
H 5.392 1.823 -8.437
N 4.493 -2.684 -2.380
C 3.446 -3.519 -2.202
C 3.083 -4.503 -3.107
C 3.835 -4.639 -4.269
C 4.918 -3.792 -4.482
C 5.205 -2.840 -3.517
H 2.888 -3.372 -1.281
H 2.234 -5.148 -2.911
H 3.579 -5.398 -5.003
H 5.523 -3.871 -5.378
H 6.042 -2.158 -3.635
N -4.496 2.006 6.851
C -4.283 1.867 8.178
C -3.076 1.461 8.726
C -2.024 1.176 7.862
C -2.214 1.308 6.490
C -3.455 1.724 6.038
H -5.135 2.098 8.810
H -2.960 1.369 9.800
H -1.064 0.854 8.255
H -1.414 1.094 5.791
H -3.652 1.846 4.976
N -0.514 -3.134 12.096
C -0.771 -1.819 12.268
C -1.262 -0.992 11.270
C -1.502 -1.545 10.016
C -1.245 -2.896 9.807
C -0.758 -3.642 10.868
H -0.566 -1.434 13.262
H -1.453 0.057 11.465
H -1.885 -0.928 9.209
H -1.420 -3.357 8.842
H -0.545 -4.702 10.756
N 8.110 4.578 3.837
C 6.851 4.093 3.901
C 5.718 4.859 3.678
C 5.883 6.206 3.376
C 7.168 6.736 3.305
C 8.239 5.889 3.540
H 6.774 3.037 4.143
H 4.731 4.416 3.740
H 5.019 6.838 3.196
H 7.330 7.782 3.072
H 9.262 6.254 3.492

---

Record 3
Entry from the OMol25 dataset: a structure of composition C56H77BrIrNO3P2 (ωB97M-V with the def2-TZVPD basis set).

Its spin multiplicity is 5. As for the expectation value of S²: 6.036. As for the total charge: +2. The highest occupied orbital energy (spin up / spin down) comes out at -12.00 / -13.70 eV. The calculation puts the total energy at -5821.1923 hartree. As for the frontier orbital gap (spin up / spin down): 7.3 / 6.6 eV.

Atoms and positions in Å:
Ir -0.967 0.184 -0.162
C 3.441 6.722 0.912
C 3.584 5.886 -0.370
C 3.543 6.816 -1.598
C 4.933 5.167 -0.335
C 2.418 4.923 -0.477
C 2.610 3.541 -0.685
C 1.525 2.726 -0.732
Br 1.724 0.869 -1.007
C 0.172 3.203 -0.572
O -0.795 2.405 -0.458
C -0.025 4.648 -0.506
C 1.098 5.424 -0.420
C -1.430 5.235 -0.562
C -2.074 4.835 -1.900
C -2.291 4.739 0.611
C -1.394 6.763 -0.501
H 4.284 7.410 0.985
H 3.448 6.086 1.800
H 2.530 7.319 0.924
H 4.388 7.505 -1.555
H 2.629 7.410 -1.625
H 3.614 6.249 -2.527
H 5.725 5.899 -0.186
H 5.147 4.647 -1.271
H 4.992 4.450 0.487
H 3.605 3.134 -0.790
H 0.980 6.493 -0.331
H -2.183 3.757 -1.988
H -1.481 5.194 -2.743
H -3.063 5.290 -1.971
H -2.383 3.654 0.628
H -3.290 5.171 0.522
H -1.870 5.066 1.562
H -0.824 7.195 -1.325
H -0.982 7.127 0.442
H -2.414 7.141 -0.575
C -3.540 -1.345 -2.438
C -3.321 0.128 -2.763
C -1.908 0.421 -3.258
C -3.669 1.042 -1.588
C -5.159 1.098 -1.264
O -5.208 0.963 0.173
C -3.988 0.688 0.616
N -3.066 0.635 -0.289
C -3.913 0.554 2.090
C -5.148 0.552 2.750
C -5.226 0.504 4.129
C -4.066 0.463 4.881
C -2.839 0.446 4.239
C -2.735 0.488 2.849
P -1.034 0.357 2.204
C -0.422 -1.005 3.239
C 0.607 -0.870 4.163
C 0.994 -1.961 4.933
C 0.354 -3.182 4.788
C -0.685 -3.316 3.874
C -1.070 -2.233 3.103
C -0.164 1.846 2.774
C -0.784 2.892 3.447
C -0.049 4.008 3.832
C 1.306 4.084 3.551
C 1.932 3.042 2.876
C 1.200 1.935 2.482
H -3.426 -1.953 -3.335
H -4.541 -1.536 -2.047
H -2.818 -1.705 -1.699
H -4.015 0.411 -3.562
H -1.179 0.231 -2.449
H -1.792 1.468 -3.545
H -1.628 -0.205 -4.102
H -3.291 2.043 -1.806
H -5.732 0.279 -1.696
H -5.628 2.045 -1.517
H -6.057 0.593 2.172
H -6.194 0.501 4.611
H -4.110 0.432 5.961
H -1.937 0.380 4.835
H 1.105 0.081 4.300
H 1.792 -1.850 5.655
H 0.652 -4.025 5.397
H -1.199 -4.263 3.769
H -1.890 -2.339 2.400
H -1.841 2.852 3.671
H -0.539 4.815 4.359
H 1.876 4.948 3.865
H 2.992 3.090 2.664
H 1.697 1.124 1.960
O -0.310 -1.807 -0.599
P 0.695 -2.858 -1.120
C 2.271 -2.654 -0.228
C 3.314 -3.805 -0.252
C 3.305 -4.592 1.054
C 3.765 -3.701 2.215
C 3.319 -2.245 2.009
C 2.016 -2.195 1.222
C 1.017 -2.559 -2.877
C 2.248 -3.284 -3.497
C 1.912 -3.957 -4.827
C 1.212 -3.009 -5.796
C 0.003 -2.300 -5.143
C -0.244 -2.788 -3.718
C -0.131 -4.452 -0.947
C -0.611 -4.720 0.484
C -1.713 -5.788 0.463
C -1.459 -6.858 -0.615
C 0.032 -6.983 -0.903
C 0.580 -5.694 -1.531
H 2.720 -1.807 -0.768
H 4.300 -3.353 -0.381
H 3.189 -4.465 -1.106
H 3.951 -5.466 0.968
H 2.300 -4.977 1.241
H 4.852 -3.743 2.300
H 3.365 -4.085 3.156
H 4.088 -1.685 1.466
H 3.198 -1.747 2.971
H 1.585 -1.195 1.218
H 1.274 -2.838 1.706
H 1.214 -1.477 -2.893
H 2.662 -4.032 -2.825
H 3.042 -2.551 -3.657
H 1.284 -4.833 -4.646
H 2.831 -4.338 -5.274
H 0.890 -3.569 -6.674
H 1.928 -2.268 -6.157
H -0.896 -2.442 -5.745
H 0.180 -1.221 -5.107
H -0.504 -3.850 -3.726
H -1.087 -2.266 -3.269
H -1.034 -4.261 -1.546
H -0.981 -3.803 0.938
H 0.234 -5.053 1.091
H -2.677 -5.305 0.286
H -1.777 -6.254 1.448
H -1.982 -6.595 -1.540
H -1.871 -7.815 -0.298
H 0.235 -7.821 -1.569
H 0.564 -7.196 0.029
H 0.425 -5.718 -2.613
H 1.658 -5.652 -1.370